# 1
ORCA calculation (ωB97M-V with the def2-TZVPD basis set) on C37H37GeN2O3PtTe as an isolated structure.

Last column: Mulliken charge in e.
Positions of all 82 atoms, in Å:
1 Pt 1.627 0.842 0.630  1.3608
2 Te 0.529 3.078 1.066  -0.1503
3 Ge -0.968 -2.785 -0.952  0.7888
4 O 0.188 -0.459 1.251  -0.5648
5 O 2.186 -1.175 0.813  -0.7456
6 O 2.293 2.462 3.346  -0.5489
7 N 3.334 1.732 -0.031  0.1057
8 N 4.523 2.300 3.012  0.0642
9 C -0.832 -5.904 -3.774  -0.6935
10 C 4.487 1.604 0.651  1.2878
11 C -4.656 -1.509 1.749  -0.6357
12 C 4.521 2.597 -1.913  -0.9775
13 C 3.707 3.979 4.554  -1.3949
14 C 3.423 2.851 3.597  0.6525
15 C 1.238 0.703 -3.336  -0.6471
16 C 0.319 -3.610 0.303  -1.1478
17 C -2.325 2.906 1.614  0.5303
18 C -2.495 -2.194 0.103  -0.1816
19 C -3.835 -0.519 1.226  -0.3786
20 C -4.623 3.826 0.345  -0.6214
21 C -3.154 -5.348 -3.511  -0.6502
22 C -2.271 3.312 0.281  0.6737
23 C -2.163 -6.115 -4.107  -0.4877
24 C -0.783 -0.226 -2.416  0.1859
25 C -0.134 0.770 -3.133  -0.6050
26 C -3.327 -3.178 0.643  -0.2312
27 C -2.761 -0.862 0.417  0.3048
28 C 1.012 -1.438 1.232  0.4579
29 C -4.398 -2.841 1.460  -0.8480
30 C 3.355 2.235 -1.277  0.1642
31 C -3.424 3.773 -0.346  -0.9049
32 C -3.531 2.967 2.305  -0.8008
33 C 1.953 -0.374 -2.832  -0.6137
34 C 5.693 1.931 0.048  -0.8792
35 C -4.677 3.423 1.673  -0.4794
36 C -2.815 -4.375 -2.580  -0.3366
37 C 1.295 -1.375 -2.127  -0.7254
38 C -0.080 -1.316 -1.898  0.1299
39 C 0.564 -2.807 1.589  -0.8067
40 C -0.958 3.225 -0.460  -0.7330
41 C 4.474 1.168 2.102  -1.4362
42 C -1.483 -4.154 -2.233  0.2539
43 C 5.721 2.426 -1.242  -0.4516
44 C -1.077 2.385 2.279  -0.7668
45 C -0.498 -4.930 -2.845  -0.5071
46 H 0.549 -4.778 -2.600  0.2861
47 H -0.894 2.330 -1.079  -0.1189
48 H -3.600 -3.782 -2.125  0.3454
49 H 6.661 2.676 -1.715  0.4255
50 H -0.056 -6.498 -4.239  0.4060
51 H 1.324 -3.286 2.209  0.5489
52 H -0.936 2.748 3.294  0.6388
53 H 6.609 1.797 0.608  0.4915
54 H 2.393 2.312 -1.766  0.3827
55 H -5.495 -1.243 2.378  0.4348
56 H 2.789 4.244 5.068  0.3401
57 H 1.265 -3.790 -0.211  0.5468
58 H -1.859 -0.166 -2.296  0.5196
59 H -2.427 -6.874 -4.831  0.3904
60 H -3.147 -4.225 0.420  0.5143
61 H -4.031 0.523 1.448  0.3181
62 H 4.465 3.696 5.284  0.4016
63 H 4.073 4.848 4.005  0.3280
64 H -0.081 -4.589 0.574  0.4041
65 H 3.598 0.564 2.328  0.1277
66 H 5.358 0.556 2.277  0.5412
67 H -2.116 -0.075 0.042  0.4156
68 H -1.024 1.296 2.280  0.1531
69 H -4.192 -5.508 -3.770  0.4099
70 H -0.708 1.587 -3.555  0.4910
71 H -0.361 -2.709 2.159  0.2906
72 H 4.480 2.989 -2.919  0.4738
73 H 3.019 -0.451 -3.006  0.4664
74 H -5.610 3.473 2.218  0.4386
75 H -5.032 -3.618 1.867  0.3951
76 H 5.426 2.637 3.301  0.2656
77 H 1.741 1.472 -3.911  0.5643
78 H 1.876 -2.209 -1.751  0.2023
79 H -5.514 4.192 -0.148  0.4313
80 H -3.570 2.660 3.343  0.4450
81 H -0.767 4.103 -1.075  0.7990
82 H -3.379 4.096 -1.379  0.4764

* multiplicity: 1
* Kohn-Sham gap: 8.20 eV
* E_LUMO: -2.73 eV
* HOMO level: -10.93 eV
* ΔE to the lowest compared entry with this formula, charge and spin: 0.00 kcal/mol
* charge: +1
* largest force on an atom: 0.37 eV/A

---

# 2
ORCA calculation (ωB97M-V with the def2-TZVPD basis set) on a 5-piece molecular cluster, C24H46B2N6O8 overall.

Last column: Mulliken charge in e.
Positions of all 86 atoms, in Å:
1 O 1.442 2.869 1.611  -0.4898
2 O -1.005 -2.250 0.397  -0.4918
3 O 4.444 6.914 2.906  -0.6701
4 O 3.810 -6.916 -3.667  -0.6430
5 O -1.800 0.997 -1.483  -0.6091
6 O 0.277 -4.765 0.978  -0.7435
7 O 0.079 5.748 1.679  -0.4533
8 O -6.226 2.929 -0.537  -0.6620
9 N 1.520 -5.361 -0.785  -0.1025
10 N 5.667 6.285 1.139  -0.1444
11 N -2.300 5.461 2.469  0.0081
12 N 5.395 -8.470 -3.377  -0.1683
13 N -3.004 -1.295 1.715  -0.0523
14 N -4.999 2.320 -2.306  -0.0758
15 C 1.917 0.208 3.134  -0.7844
16 C 0.515 0.116 2.898  -0.5439
17 C -7.322 1.539 -2.147  -1.3789
18 C -1.650 1.375 -0.306  0.1442
19 C 0.358 -5.372 -0.085  0.8517
20 C 4.990 -7.174 -3.470  0.8098
21 C -1.126 0.389 0.847  0.6061
22 C -3.553 5.347 1.672  -0.9105
23 C 6.031 -6.097 -3.324  -1.3162
24 C 1.815 -6.009 -2.049  -0.7333
25 C -0.985 3.428 1.108  0.7191
26 C -0.154 0.934 1.736  0.7597
27 C -4.152 -0.921 0.827  -0.8508
28 C -4.715 1.664 -3.565  -0.9597
29 C -0.802 -6.144 -0.654  -1.3615
30 C -3.089 -0.362 2.876  -0.7513
31 C 3.332 5.532 1.301  -0.7703
32 C -6.156 2.315 -1.594  1.0300
33 C 6.732 -8.977 -3.150  -0.8391
34 C 5.941 5.620 -0.117  -0.7710
35 C 4.506 6.295 1.852  0.6220
36 C 0.259 2.469 1.511  -0.0963
37 C -1.918 2.879 0.185  -0.2204
38 C -2.473 4.896 3.839  -0.8089
39 B -1.108 4.910 1.761  0.2545
40 B -1.686 -1.140 0.977  0.3283
41 H 3.049 5.935 0.327  0.3829
42 H 6.408 6.818 1.572  0.2312
43 H -3.577 5.046 4.122  0.3103
44 H 6.769 4.924 0.035  0.2657
45 H -1.085 -5.735 -1.626  0.3517
46 H -3.414 0.690 2.579  0.2540
47 H -4.425 2.427 -4.289  0.3171
48 H -0.541 -7.200 -0.748  0.4098
49 H -2.236 3.786 3.934  0.2346
50 H -5.052 -0.708 1.511  0.2961
51 H -3.854 4.231 1.683  0.2919
52 H -3.410 5.604 0.560  0.2626
53 H 2.485 5.632 1.974  -0.0874
54 H -4.416 5.924 2.131  0.2798
55 H 6.785 -6.193 -4.108  0.3782
56 H -1.889 5.547 4.576  0.2523
57 H 7.006 -9.615 -3.993  0.2868
58 H 3.580 4.472 1.216  0.3807
59 H 5.076 5.077 -0.491  0.3196
60 H -2.816 3.471 -0.162  -0.0821
61 H -3.879 0.979 -3.411  0.2794
62 H 2.249 -4.823 -0.341  0.2242
63 H -5.571 1.110 -3.945  0.3738
64 H -8.169 1.631 -1.467  0.3085
65 H -4.265 2.860 -1.872  0.0559
66 H -7.614 1.941 -3.119  0.3691
67 H -7.063 0.482 -2.235  0.3508
68 H -1.656 -6.058 0.018  0.3186
69 H -3.892 -0.760 3.598  0.2999
70 H 2.267 0.058 4.207  0.2397
71 H 4.642 -9.134 -3.486  0.2402
72 H 6.499 -6.156 -2.339  0.3610
73 H 6.240 6.375 -0.847  0.2725
74 H -0.052 -0.599 3.565  0.1711
75 H 0.421 5.708 2.606  0.2642
76 H 5.555 -5.121 -3.422  0.2925
77 H -3.991 0.030 0.222  0.1982
78 H 0.962 -6.560 -2.438  0.2812
79 H 7.463 -8.179 -3.048  0.3214
80 H 2.111 -5.242 -2.766  0.2608
81 H -4.474 -1.765 0.141  0.2528
82 H 6.721 -9.578 -2.238  0.2861
83 H 2.647 -6.692 -1.896  0.2217
84 H -2.134 -0.262 3.478  0.1475
85 H 2.684 0.361 2.317  0.2368
86 H -0.956 -2.924 1.114  0.3054

* multiplicity: 1
* Kohn-Sham gap: 7.59 eV
* E_LUMO: -1.10 eV
* HOMO level: -8.68 eV
* SMILES: C=CC1=C(B(O)N(C)C)C(=O)C=C(B(O)N(C)C)C1=O.CNC(C)=O.CNC(C)=O.CNC(C)=O.CNC(C)=O
* largest force on an atom: 4.27 eV/A

---

# 3
ORCA calculation (ωB97M-V with the def2-TZVPD basis set) on a 2-piece molecular cluster, C4H14Si3 overall.

Last column: Mulliken charge in e.
Positions of all 21 atoms, in Å:
1 Si 1.406 -0.826 0.369  0.2244
2 Si 0.609 1.172 -0.255  0.2086
3 Si -5.180 -0.174 -0.176  0.1266
4 C 2.692 -1.572 -0.842  -1.0969
5 C 0.149 -2.248 0.679  -1.0401
6 C -0.983 1.747 0.651  -0.9721
7 C 1.855 2.604 0.004  -1.0804
8 H -0.859 -1.924 0.436  0.2671
9 H -5.436 0.027 -1.628  -0.0562
10 H 3.586 -0.957 -0.886  0.3102
11 H 1.457 3.548 -0.357  0.3350
12 H 0.363 -3.140 0.096  0.3206
13 H 2.994 -2.572 -0.540  0.3361
14 H 2.100 2.741 1.055  0.3357
15 H -1.079 1.245 1.610  0.3204
16 H 0.142 -2.538 1.727  0.3436
17 H 2.787 2.425 -0.524  0.3001
18 H -1.875 1.496 0.080  0.2098
19 H -1.005 2.818 0.838  0.3260
20 H 2.295 -1.646 -1.853  0.3444
21 H -5.668 -1.575 -0.093  -0.0630

* multiplicity: 1
* Kohn-Sham gap: 5.99 eV
* E_LUMO: -1.14 eV
* HOMO level: -7.13 eV
* ΔE to the lowest compared entry with this formula, charge and spin: 6.09 kcal/mol
* largest force on an atom: 1.20 eV/A

---

# 4
ORCA calculation (ωB97M-V with the def2-TZVPD basis set) on C3H3NS2 in the gas phase.

Last column: Mulliken charge in e.
Positions of all 9 atoms, in Å:
1 S 0.724 0.991 -1.466  -0.1386
2 S 2.657 -0.543 0.673  -0.2810
3 N 0.176 -1.346 0.104  -0.3937
4 C -0.561 1.323 -0.379  -0.5800
5 C -1.588 1.571 0.160  0.2551
6 C 1.262 -0.558 -0.087  0.3404
7 H 0.159 -2.088 0.900  0.2432
8 H -0.440 -1.497 -0.591  0.2079
9 H -2.389 2.147 0.686  0.3469

* multiplicity: 1
* Kohn-Sham gap: 8.45 eV
* E_LUMO: -0.18 eV
* HOMO level: -8.63 eV
* ΔE to the lowest compared entry with this formula, charge and spin: 56.63 kcal/mol
* SMILES: C#CSC(N)=S
* largest force on an atom: 5.24 eV/A

---

- Number 4 is which compound?
  C3H3NS2